Below is 18 unconnected molecules or ions with the total composition C72H171N9O36S9 at a distorted geometry, with properties calculated with ωB97M-V/def2-TZVPD.

Values from the calculation:
highest occupied orbital energy	-0.2887	hartree
Kohn-Sham gap	0.282	hartree
LUMO level	-0.1728	eV
M	2027.79	Da
F_max	0.098	Eh/bohr

Last columns: bonded neighbours and bond lengths (Å).
Element x y z (Å)
1 C -10.018 -23.107 -28.914  C2 1.553, H8 1.090, H9 1.090, H10 1.090
2 C -9.584 -22.644 -27.497  C1 1.553, N3 1.484, H11 1.090, H12 1.090
3 N -10.090 -23.503 -26.397  C2 1.484, C4 1.434, C6 1.477
4 C -9.479 -24.797 -26.291  N3 1.434, C5 1.574, H13 1.090, H14 1.090
5 C -8.047 -24.587 -25.673  C4 1.574, H15 1.090, H16 1.090, H17 1.090
6 C -11.565 -23.443 -26.369  N3 1.477, C7 1.528, H18 1.090, H19 1.090
7 C -11.979 -23.506 -24.900  C6 1.528, H20 1.090, H21 1.090, H22 1.090
8 H -9.833 -22.373 -29.698  C1 1.090
9 H -11.103 -23.205 -28.951  C1 1.090
10 H -9.679 -24.120 -29.128  C1 1.090
11 H -8.495 -22.652 -27.449  C2 1.090
12 H -9.892 -21.607 -27.365  C2 1.090
13 H -10.050 -25.529 -25.721  C4 1.090
14 H -9.364 -25.347 -27.225  C4 1.090
15 H -7.952 -23.860 -24.867  C5 1.090
16 H -7.799 -25.612 -25.395  C5 1.090
17 H -7.299 -24.342 -26.427  C5 1.090
18 H -12.166 -24.077 -27.022  C6 1.090
19 H -11.774 -22.451 -26.770  C6 1.090
20 H -11.392 -22.804 -24.308  C7 1.090
21 H -11.837 -24.506 -24.489  C7 1.090
22 H -13.048 -23.325 -24.786  C7 1.090
23 C -10.490 -15.278 -27.959  C24 1.583, H30 1.090, H31 1.090, H32 1.090
24 C -10.999 -14.812 -26.535  C23 1.583, N25 1.476, H33 1.090, H34 1.090
25 N -12.167 -15.606 -26.104  C24 1.476, C26 1.431, C28 1.492
26 C -12.598 -15.403 -24.755  N25 1.431, C27 1.544, H35 1.090, H36 1.090
27 C -11.742 -16.355 -23.893  C26 1.544, H37 1.090, H38 1.090, H39 1.090
28 C -13.337 -15.322 -26.986  N25 1.492, C29 1.585, H40 1.090, H41 1.090
29 C -14.448 -16.453 -26.956  C28 1.585, H42 1.090, H43 1.090, H44 1.090
30 H -10.456 -16.368 -27.948  C23 1.090
31 H -9.464 -14.960 -28.146  C23 1.090
32 H -11.276 -15.030 -28.673  C23 1.090
33 H -10.275 -14.790 -25.721  C24 1.090
34 H -11.399 -13.804 -26.649  C24 1.090
35 H -12.322 -14.374 -24.524  C26 1.090
36 H -13.668 -15.515 -24.579  C26 1.090
37 H -11.894 -16.122 -22.839  C27 1.090
38 H -12.064 -17.370 -24.125  C27 1.090
39 H -10.661 -16.233 -23.950  C27 1.090
40 H -13.129 -15.368 -28.055  C28 1.090
41 H -13.725 -14.304 -26.962  C28 1.090
42 H -14.030 -17.456 -26.875  C29 1.090
43 H -15.091 -16.469 -27.835  C29 1.090
44 H -15.040 -16.307 -26.052  C29 1.090
45 C -4.216 -23.709 -20.638  C46 1.501, H52 1.090, H53 1.090, H54 1.090
46 C -3.356 -22.664 -21.290  C45 1.501, N47 1.474, H55 1.090, H56 1.090
47 N -4.042 -21.803 -22.270  C46 1.474, C48 1.482, C50 1.484
48 C -3.171 -20.788 -22.907  N47 1.482, C49 1.486, H57 1.090, H58 1.090
49 C -2.595 -19.802 -21.955  C48 1.486, H59 1.090, H60 1.090, H61 1.090
50 C -5.001 -22.335 -23.270  N47 1.484, C51 1.583, H62 1.090, H63 1.090
51 C -4.236 -23.068 -24.446  C50 1.583, H64 1.090, H65 1.090, H66 1.090
52 H -4.262 -24.606 -21.255  C45 1.090
53 H -5.125 -23.229 -20.277  C45 1.090
54 H -3.700 -24.087 -19.756  C45 1.090
55 H -2.895 -22.043 -20.522  C46 1.090
56 H -2.538 -23.145 -21.825  C46 1.090
57 H -2.456 -21.276 -23.569  C48 1.090
58 H -3.801 -20.128 -23.503  C48 1.090
59 H -3.350 -19.262 -21.384  C49 1.090
60 H -1.878 -20.337 -21.332  C49 1.090
61 H -2.142 -18.944 -22.452  C49 1.090
62 H -5.562 -21.530 -23.745  C50 1.090
63 H -5.678 -22.976 -22.705  C50 1.090
64 H -3.785 -22.346 -25.127  C51 1.090
65 H -4.990 -23.635 -24.992  C51 1.090
66 H -3.483 -23.705 -23.982  C51 1.090
67 C -7.620 -25.481 -15.575  C68 1.581, H74 1.090, H75 1.090, H76 1.090
68 C -8.671 -24.717 -14.674  C67 1.581, N69 1.461, H77 1.090, H78 1.090
69 N -8.107 -23.427 -14.281  C68 1.461, C70 1.518, C72 1.480
70 C -9.175 -22.466 -13.791  N69 1.518, C71 1.548, H79 1.090, H80 1.090
71 C -10.407 -22.311 -14.715  C70 1.548, H81 1.090, H82 1.090, H83 1.090
72 C -7.037 -23.532 -13.265  N69 1.480, C73 1.505, H84 1.090, H85 1.090
73 C -6.101 -22.355 -13.248  C72 1.505, H86 1.090, H87 1.090, H88 1.090
74 H -7.507 -24.952 -16.521  C67 1.090
75 H -7.827 -26.537 -15.748  C67 1.090
76 H -6.638 -25.540 -15.105  C67 1.090
77 H -9.619 -24.673 -15.209  C68 1.090
78 H -8.861 -25.384 -13.832  C68 1.090
79 H -8.661 -21.509 -13.705  C70 1.090
80 H -9.536 -22.874 -12.847  C70 1.090
81 H -11.010 -21.416 -14.561  C71 1.090
82 H -11.193 -23.055 -14.588  C71 1.090
83 H -10.060 -22.346 -15.748  C71 1.090
84 H -7.495 -23.510 -12.275  C72 1.090
85 H -6.592 -24.527 -13.250  C72 1.090
86 H -5.229 -22.393 -12.595  C73 1.090
87 H -5.724 -22.085 -14.235  C73 1.090
88 H -6.623 -21.462 -12.904  C73 1.090
89 C -6.832 -14.713 -24.377  C90 1.541, H96 1.090, H97 1.090, H98 1.090
90 C -6.067 -15.734 -23.513  C89 1.541, N91 1.454, H99 1.090, H100 1.090
91 N -5.180 -15.168 -22.510  C90 1.454, C92 1.501, C94 1.486
92 C -4.448 -16.228 -21.740  N91 1.501, C93 1.525, H101 1.090, H102 1.090
93 C -5.328 -16.923 -20.708  C92 1.525, H103 1.090, H104 1.090, H105 1.090
94 C -4.257 -14.218 -23.186  N91 1.486, C95 1.590, H106 1.090, H107 1.090
95 C -3.202 -13.706 -22.112  C94 1.590, H108 1.090, H109 1.090, H110 1.090
96 H -7.493 -15.343 -24.971  C89 1.090
97 H -6.197 -14.311 -25.166  C89 1.090
98 H -7.422 -14.002 -23.798  C89 1.090
99 H -6.797 -16.445 -23.128  C90 1.090
100 H -5.592 -16.481 -24.149  C90 1.090
101 H -4.113 -16.983 -22.452  C92 1.090
102 H -3.645 -15.768 -21.165  C92 1.090
103 H -6.224 -17.306 -21.197  C93 1.090
104 H -4.898 -17.718 -20.098  C93 1.090
105 H -5.634 -16.203 -19.949  C93 1.090
106 H -4.933 -13.389 -23.392  C94 1.090
107 H -3.876 -14.662 -24.106  C94 1.090
108 H -3.596 -13.448 -21.129  C95 1.090
109 H -2.690 -12.824 -22.498  C95 1.090
110 H -2.325 -14.352 -22.086  C95 1.090
111 C -2.631 -20.428 -27.572  C112 1.539, H118 1.090, H119 1.090, H120 1.090
112 C -2.551 -18.983 -28.097  C111 1.539, N113 1.458, H121 1.090, H122 1.090
113 N -3.763 -18.180 -27.991  C112 1.458, C114 1.517, C116 1.468
114 C -4.952 -18.611 -28.830  N113 1.517, C115 1.519, H123 1.090, H124 1.090
115 C -4.700 -18.720 -30.325  C114 1.519, H125 1.090, H126 1.090, H127 1.090
116 C -4.210 -17.983 -26.607  N113 1.468, C117 1.622, H128 1.090, H129 1.090
117 C -3.147 -17.091 -25.768  C116 1.622, H130 1.090, H131 1.090, H132 1.090
118 H -2.858 -20.508 -26.509  C111 1.090
119 H -1.626 -20.757 -27.837  C111 1.090
120 H -3.359 -20.998 -28.149  C111 1.090
121 H -1.715 -18.453 -27.641  C112 1.090
122 H -2.309 -19.168 -29.143  C112 1.090
123 H -5.303 -19.598 -28.528  C114 1.090
124 H -5.778 -17.915 -28.684  C114 1.090
125 H -5.581 -18.509 -30.932  C115 1.090
126 H -4.034 -17.874 -30.498  C115 1.090
127 H -4.218 -19.627 -30.689  C115 1.090
128 H -4.350 -18.978 -26.184  C116 1.090
129 H -5.167 -17.462 -26.626  C116 1.090
130 H -2.749 -16.228 -26.302  C117 1.090
131 H -2.330 -17.792 -25.596  C117 1.090
132 H -3.449 -16.750 -24.778  C117 1.090
133 C -6.341 -27.927 -20.483  C134 1.578, H140 1.090, H141 1.090, H142 1.090
134 C -6.705 -26.500 -19.917  C133 1.578, N135 1.434, H143 1.090, H144 1.090
135 N -8.103 -26.212 -19.777  C134 1.434, C136 1.490, C138 1.469
136 C -8.657 -27.167 -18.776  N135 1.490, C137 1.548, H145 1.090, H146 1.090
137 C -9.942 -26.594 -18.132  C136 1.548, H147 1.090, H148 1.090, H149 1.090
138 C -8.920 -26.175 -20.998  N135 1.469, C139 1.558, H150 1.090, H151 1.090
139 C -8.475 -24.946 -21.846  C138 1.558, H152 1.090, H153 1.090, H154 1.090
140 H -6.369 -28.720 -19.736  C133 1.090
141 H -5.294 -27.970 -20.786  C133 1.090
142 H -6.923 -28.187 -21.368  C133 1.090
143 H -6.193 -26.250 -18.988  C134 1.090
144 H -6.264 -25.734 -20.555  C134 1.090
145 H -8.841 -28.159 -19.188  C136 1.090
146 H -7.950 -27.194 -17.947  C136 1.090
147 H -10.730 -26.477 -18.875  C137 1.090
148 H -10.358 -27.276 -17.390  C137 1.090
149 H -9.614 -25.621 -17.765  C137 1.090
150 H -9.979 -26.057 -20.767  C138 1.090
151 H -8.823 -27.143 -21.488  C138 1.090
152 H -8.474 -24.010 -21.287  C139 1.090
153 H -9.168 -24.865 -22.684  C139 1.090
154 H -7.459 -25.009 -22.237  C139 1.090
155 C -7.319 -14.377 -14.283  C156 1.514, H162 1.090, H163 1.090, H164 1.090
156 C -8.007 -15.164 -15.378  C155 1.514, N157 1.455, H165 1.090, H166 1.090
157 N -8.061 -16.571 -15.010  C156 1.455, C158 1.480, C160 1.515
158 C -6.797 -17.272 -15.331  N157 1.480, C159 1.514, H167 1.090, H168 1.090
159 C -6.587 -17.388 -16.826  C158 1.514, H169 1.090, H170 1.090, H171 1.090
160 C -9.287 -17.308 -15.508  N157 1.515, C161 1.562, H172 1.090, H173 1.090
161 C -9.268 -18.751 -14.913  C160 1.562, H174 1.090, H175 1.090, H176 1.090
162 H -7.216 -13.293 -14.316  C155 1.090
163 H -6.326 -14.814 -14.182  C155 1.090
164 H -7.825 -14.602 -13.344  C155 1.090
165 H -9.017 -14.781 -15.519  C156 1.090
166 H -7.420 -14.849 -16.241  C156 1.090
167 H -6.795 -18.273 -14.899  C158 1.090
168 H -5.955 -16.749 -14.879  C158 1.090
169 H -5.661 -17.950 -16.947  C159 1.090
170 H -6.394 -16.426 -17.301  C159 1.090
171 H -7.382 -17.746 -17.479  C159 1.090
172 H -10.170 -16.831 -15.083  C160 1.090
173 H -9.281 -17.397 -16.594  C160 1.090
174 H -10.319 -19.041 -14.934  C161 1.090
175 H -8.883 -19.474 -15.632  C161 1.090
176 H -8.871 -18.928 -13.913  C161 1.090
177 C -2.084 -18.058 -16.831  C178 1.556, H184 1.090, H185 1.090, H186 1.090
178 C -2.643 -16.721 -16.266  C177 1.556, N179 1.480, H187 1.090, H188 1.090
179 N -1.914 -16.184 -15.095  C178 1.480, C180 1.469, C182 1.490
180 C -2.050 -17.025 -13.899  N179 1.469, C181 1.567, H189 1.090, H190 1.090
181 C -1.316 -16.504 -12.616  C180 1.567, H191 1.090, H192 1.090, H193 1.090
182 C -2.513 -14.856 -14.785  N179 1.490, C183 1.595, H194 1.090, H195 1.090
183 C -2.115 -13.823 -15.934  C182 1.595, H196 1.090, H197 1.090, H198 1.090
184 H -1.059 -17.931 -17.182  C177 1.090
185 H -2.725 -18.258 -17.690  C177 1.090
186 H -2.153 -18.897 -16.139  C177 1.090
187 H -2.792 -16.036 -17.101  C178 1.090
188 H -3.660 -16.940 -15.940  C178 1.090
189 H -3.078 -17.307 -13.672  C180 1.090
190 H -1.487 -17.925 -14.148  C180 1.090
191 H -1.282 -17.296 -11.868  C181 1.090
192 H -0.270 -16.261 -12.805  C181 1.090
193 H -1.705 -15.601 -12.147  C181 1.090
194 H -2.260 -14.319 -13.870  C182 1.090
195 H -3.594 -14.938 -14.671  C182 1.090
196 H -1.042 -13.773 -16.118  C183 1.090
197 H -2.532 -12.888 -15.560  C183 1.090
198 H -2.590 -13.959 -16.906  C183 1.090
199 C -7.524 -21.460 -21.000  C200 1.545, O205 1.376, H206 1.090, H207 1.090
200 C -6.755 -20.123 -21.086  C199 1.545, O201 1.378, H208 1.090, H209 1.090
201 O -7.804 -19.233 -21.153  C200 1.378, S202 1.650
202 S -9.163 -19.663 -20.321  O201 1.650, O203 1.438, O204 1.434, O205 1.672
203 O -10.263 -19.655 -21.247  S202 1.438
204 O -9.315 -18.956 -19.083  S202 1.434
205 O -8.555 -21.208 -20.124  C199 1.376, S202 1.672
206 H -6.930 -22.288 -20.613  C199 1.090
207 H -7.943 -21.618 -21.994  C199 1.090
208 H -6.022 -20.133 -21.893  C200 1.090
209 H -6.362 -20.026 -20.074  C200 1.090
210 C -12.338 -22.521 -21.020  C211 1.498, O216 1.423, H217 1.090, H218 1.090
211 C -11.434 -23.013 -19.932  C210 1.498, O212 1.403, H219 1.090, H220 1.090
212 O -12.243 -23.850 -19.149  C211 1.403, S213 1.643
213 S -13.127 -24.830 -20.128  O212 1.643, O214 1.465, O215 1.477, O216 1.645
214 O -14.418 -25.156 -19.519  S213 1.465
215 O -12.248 -25.874 -20.691  S213 1.477
216 O -13.219 -23.618 -21.237  C210 1.423, S213 1.645
217 H -11.800 -22.220 -21.919  C210 1.090
218 H -13.067 -21.807 -20.637  C210 1.090
219 H -11.046 -22.188 -19.335  C211 1.090
220 H -10.589 -23.595 -20.301  C211 1.090
221 C -17.255 -21.268 -23.127  C222 1.574, O227 1.414, H228 1.090, H229 1.090
222 C -16.369 -22.497 -22.697  C221 1.574, O223 1.373, H230 1.090, H231 1.090
223 O -15.096 -21.985 -22.721  C222 1.373, S224 1.668
224 S -15.075 -20.383 -22.256  O223 1.668, O225 1.458, O226 1.496, O227 1.642
225 O -14.032 -19.606 -22.914  S224 1.458
226 O -15.287 -20.303 -20.778  S224 1.496
227 O -16.496 -20.080 -23.022  C221 1.414, S224 1.642
228 H -18.142 -21.218 -22.496  C221 1.090
229 H -17.587 -21.528 -24.132  C221 1.090
230 H -16.536 -23.356 -23.346  C222 1.090
231 H -16.380 -22.728 -21.631  C222 1.090
232 C -9.937 -19.829 -24.537  C233 1.525, O238 1.370, H239 1.090, H240 1.090
233 C -10.032 -18.777 -25.637  C232 1.525, O234 1.437, H241 1.090, H242 1.090
234 O -8.781 -18.897 -26.335  C233 1.437, S235 1.603
235 S -7.598 -19.426 -25.391  O234 1.603, O236 1.475, O237 1.458, O238 1.681
236 O -6.847 -18.343 -24.729  S235 1.475
237 O -6.794 -20.479 -25.999  S235 1.458
238 O -8.625 -20.081 -24.232  C232 1.370, S235 1.681
239 H -10.341 -20.748 -24.960  C232 1.090
240 H -10.416 -19.454 -23.633  C232 1.090
241 H -10.163 -17.737 -25.338  C233 1.090
242 H -10.837 -19.145 -26.274  C233 1.090
243 C -14.001 -18.019 -19.183  C244 1.598, O249 1.407, H250 1.090, H251 1.090
244 C -12.873 -17.464 -20.170  C243 1.598, O245 1.430, H252 1.090, H253 1.090
245 O -12.706 -16.095 -19.790  C244 1.430, S246 1.736
246 S -12.776 -16.001 -18.059  O245 1.736, O247 1.473, O248 1.479, O249 1.683
247 O -13.397 -14.725 -17.665  S246 1.473
248 O -11.509 -16.374 -17.392  S246 1.479
249 O -13.908 -17.245 -18.013  C243 1.407, S246 1.683
250 H -13.870 -19.055 -18.870  C243 1.090
251 H -14.987 -17.915 -19.636  C243 1.090
252 H -13.150 -17.591 -21.217  C244 1.090
253 H -11.885 -17.924 -20.173  C244 1.090
254 C -8.921 -15.618 -20.926  C255 1.520, O260 1.437, H261 1.090, H262 1.090
255 C -8.410 -14.317 -20.332  C254 1.520, O256 1.461, H263 1.090, H264 1.090
256 O -9.160 -13.207 -20.914  C255 1.461, S257 1.668
257 S -10.626 -13.713 -21.529  O256 1.668, O258 1.470, O259 1.472, O260 1.660
258 O -10.646 -13.517 -22.986  S257 1.470
259 O -11.731 -13.233 -20.684  S257 1.472
260 O -10.308 -15.285 -21.099  C254 1.437, S257 1.660
261 H -8.768 -16.514 -20.324  C254 1.090
262 H -8.591 -15.815 -21.946  C254 1.090
263 H -7.337 -14.187 -20.470  C255 1.090
264 H -8.535 -14.309 -19.249  C255 1.090
265 C -0.900 -21.306 -18.023  C266 1.563, O271 1.462, H272 1.090, H273 1.090
266 C -0.623 -22.840 -17.906  C265 1.563, O267 1.411, H274 1.090, H275 1.090
267 O 0.058 -23.319 -19.044  C266 1.411, S268 1.629
268 S 0.783 -22.069 -19.798  O267 1.629, O269 1.502, O270 1.447, O271 1.645
269 O 0.970 -22.284 -21.273  S268 1.502
270 O 1.955 -21.657 -19.056  S268 1.447
271 O -0.447 -21.055 -19.391  C265 1.462, S268 1.645
272 H -0.375 -20.678 -17.304  C265 1.090
273 H -1.964 -21.075 -18.068  C265 1.090
274 H -1.618 -23.275 -17.806  C266 1.090
275 H -0.112 -23.148 -16.994  C266 1.090
276 C -15.559 -22.052 -17.580  C277 1.599, O282 1.428, H283 1.090, H284 1.090
277 C -14.880 -23.147 -16.633  C276 1.599, O278 1.373, H285 1.090, H286 1.090
278 O -13.739 -22.641 -16.061  C277 1.373, S279 1.682
279 S -13.434 -21.081 -16.609  O278 1.682, O280 1.469, O281 1.441, O282 1.640
280 O -12.321 -21.168 -17.563  S279 1.469
281 O -13.393 -20.159 -15.502  S279 1.441
282 O -14.928 -20.819 -17.231  C276 1.428, S279 1.640
283 H -16.643 -21.949 -17.518  C276 1.090
284 H -15.372 -22.277 -18.629  C276 1.090
285 H -14.597 -24.017 -17.225  C277 1.090
286 H -15.661 -23.326 -15.894  C277 1.090
287 C -6.964 -22.007 -16.952  C288 1.531, O293 1.447, H294 1.090, H295 1.090
288 C -5.774 -22.963 -17.058  C287 1.531, O289 1.416, H296 1.090, H297 1.090
289 O -4.636 -22.277 -17.547  C288 1.416, S290 1.630
290 S -4.854 -20.662 -17.504  O289 1.630, O291 1.494, O292 1.505, O293 1.660
291 O -4.197 -19.979 -18.658  S290 1.494
292 O -4.464 -20.224 -16.118  S290 1.505
293 O -6.496 -20.840 -17.669  C287 1.447, S290 1.660
294 H -7.092 -21.733 -15.905  C287 1.090
295 H -7.862 -22.287 -17.504  C287 1.090
296 H -5.992 -23.713 -17.819  C288 1.090
297 H -5.376 -23.429 -16.157  C288 1.090